Density functional theory data (ωB97M-V with the def2-TZVPD basis set) for 11 unconnected molecules or ions with the total composition C40H85N7O16P4.

XYZ file:
```
152
Properties=species:S:1:pos:R:3:mulliken_charge:R:1
P -3.433 -2.577 -3.426 0.14
P -3.039 3.315 -1.739 -0.03
P -2.714 4.004 3.986 0.20
P 4.849 -4.421 -1.675 1.03
O -1.755 2.799 -1.243 0.84
O -3.249 3.093 -3.264 -0.32
O -3.783 3.288 4.983 -0.25
O -3.347 4.912 -1.637 -0.44
O -2.212 2.801 3.115 1.00
O 5.411 -5.898 -2.015 -0.35
O 5.212 -3.601 -3.040 -0.43
O 5.296 -3.831 -0.401 -0.68
O -4.634 -3.291 -2.683 -0.33
O -4.279 2.643 -1.029 -0.33
O -3.051 -1.323 -2.778 0.48
O -3.178 5.187 3.320 -0.74
O -3.901 -2.231 -4.914 -0.36
O 3.272 -4.630 -1.758 -0.27
O -2.410 -3.717 -3.641 -0.29
O -1.376 4.292 4.855 -0.46
N -4.205 -1.286 1.814 -0.35
N 3.789 5.180 -0.108 -0.57
N 2.189 -0.681 -0.828 -0.37
N 3.610 0.567 -4.945 -0.52
N 0.370 0.512 7.027 -0.51
N 0.845 -3.118 -7.998 -0.51
N 2.887 0.085 2.629 -0.25
C 6.777 -6.113 -2.067 -0.76
C 4.970 -0.880 1.261 -0.23
C -4.083 4.132 6.086 -0.84
C 1.256 0.008 6.477 0.22
C -5.620 -2.362 -2.168 -0.75
C 1.133 -0.325 -0.430 -0.94
C 3.719 2.476 -3.194 -0.80
C 1.207 2.276 -2.689 0.20
C -3.604 -0.446 5.204 -0.03
C 1.249 -1.726 -5.830 0.19
C -2.958 2.224 2.057 0.38
C 1.938 -1.991 5.202 0.38
C 2.381 -0.686 5.834 -0.29
C -4.771 -1.038 4.380 -0.77
C -2.260 -1.111 4.785 -0.19
C 2.556 3.851 1.799 -0.39
C 1.042 -2.530 -7.017 -0.01
C 2.722 -5.079 -2.969 -0.36
C 3.610 1.384 -4.163 0.28
C 5.541 0.096 0.200 0.72
C -0.936 -0.803 0.985 1.29
C 2.641 2.469 -2.091 1.13
C -0.160 0.191 0.070 3.17
C 0.205 -1.244 -3.521 0.18
C -4.401 3.592 -3.964 -0.82
C 0.199 -2.116 -4.817 -0.52
C 3.320 4.578 0.742 0.18
C 1.166 3.442 1.411 2.37
C 1.610 -3.080 6.148 -1.48
C -4.562 -3.248 -5.677 -0.78
C 6.153 1.376 0.747 -1.27
C 3.775 -0.346 1.975 -0.03
C -4.467 -1.147 2.935 0.22
C -3.310 5.579 -0.409 -0.28
C -1.975 -4.457 -2.485 -0.09
C -1.276 -2.090 0.208 -1.48
C 0.323 4.510 0.679 -1.18
C -4.363 1.221 -1.214 -0.52
C 4.851 -2.215 -2.979 0.02
C -0.631 3.167 5.285 -0.49
H -0.205 2.616 4.439 -0.04
H 2.707 -2.262 4.467 0.28
H -5.466 -2.310 -1.116 0.25
H 6.945 1.123 1.446 0.39
H -5.042 0.842 -0.461 0.37
H -0.802 -2.059 -5.272 0.18
H 5.317 -1.704 -2.155 -0.05
H -0.760 0.441 -0.823 -0.54
H 1.108 1.245 -3.037 -0.42
H -0.333 -0.954 1.875 0.29
H 5.742 -1.032 2.063 0.43
H 1.150 -0.668 -6.103 0.31
H -3.349 0.813 -1.144 0.09
H 4.725 -1.932 0.989 0.02
H 0.420 5.501 1.170 0.54
H 2.917 1.717 -1.343 -0.49
H 1.054 -1.788 4.597 -0.15
H -3.783 -3.906 -6.103 0.24
H -0.723 4.217 0.480 -0.34
H 3.125 2.953 2.082 0.07
H -1.472 -0.610 5.377 -0.06
H -0.269 -1.763 -2.666 -0.41
H -1.887 -0.363 1.338 -1.05
H 5.451 2.037 1.276 0.14
H 4.728 0.289 -0.481 -0.50
H -3.782 -0.681 6.245 0.51
H 1.254 -0.965 -3.281 -0.01
H -0.935 -4.637 -2.651 -0.31
H -4.303 5.652 -0.005 0.23
H -5.741 -0.545 4.358 0.38
H 0.667 3.192 2.347 -0.46
H 2.960 -4.486 -3.818 0.38
H -2.280 2.314 1.197 -0.36
H -5.673 -1.441 -2.726 0.32
H -3.011 6.576 -0.724 0.29
H 0.023 1.190 0.505 -1.62
H -3.076 1.169 2.292 -0.58
H 7.058 -5.947 -3.126 0.28
H 3.146 -0.888 6.571 0.38
H -2.064 -1.007 3.697 -0.17
H -1.923 -1.892 -0.604 -0.14
H -4.365 4.722 -4.111 0.25
H 2.243 -1.916 -5.445 0.07
H 5.265 -1.846 -3.893 0.36
H -4.477 3.159 -4.945 0.28
H 2.462 -3.531 6.602 0.41
H -3.158 4.229 6.682 0.33
H -1.854 -2.711 0.892 0.56
H 6.631 2.076 0.047 0.40
H 0.398 -3.152 -4.599 0.17
H -3.953 2.697 1.977 0.51
H 0.211 3.586 5.888 0.34
H -2.519 -5.406 -2.528 0.26
H 3.587 3.360 -3.818 0.41
H -2.281 -2.209 4.921 0.51
H 0.798 4.761 -0.286 0.33
H -2.626 5.132 0.310 0.01
H -4.812 3.652 6.730 0.23
H -4.678 1.027 -2.230 0.28
H -4.990 -2.068 4.717 0.37
H 4.728 2.424 -2.830 0.45
H -4.383 5.115 5.709 0.30
H -0.268 -0.292 -3.691 0.35
H 3.767 -2.046 -3.049 -0.02
H -5.313 3.420 -3.404 0.35
H -5.153 -2.781 -6.438 0.26
H 1.057 2.968 -3.524 0.67
H 0.991 -3.814 5.667 0.37
H -3.482 0.619 4.991 -0.24
H 2.792 -0.039 5.087 0.05
H 2.461 4.433 2.752 0.46
H 6.348 -0.471 -0.367 0.28
H 7.000 -7.111 -1.719 0.25
H 0.399 2.513 -1.987 -0.58
H -2.133 -3.879 -1.588 0.31
H 1.281 2.575 0.740 -1.14
H 2.499 3.446 -1.634 -0.26
H 1.001 -2.701 6.984 0.33
H -0.416 -2.605 -0.207 0.61
H 3.096 -6.119 -3.101 0.28
H -6.527 -2.916 -2.400 0.32
H -1.211 2.477 5.905 0.33
H 7.429 -5.443 -1.523 0.33
H -5.277 -3.825 -5.062 0.33
H 1.680 -5.173 -2.789 -0.08
```

Results
Gap between HOMO and LUMO: 0.411 Eh
SMILES: COP(=O)(OC)OC.COP(=O)(OC)OC.COP(=O)(OC)OC.COP(=O)(OC)OC.CCCC#N.CCCC#N.CCCC#N.CCCC#N.CCCC#N.CCCC#N.CCCC#N
Total energy: -4527.96887 Ha
Charge: 0